[1]
A molecular structure, C37H35ClN2PdS2Si2, computed with ωB97M-V/def2-TZVPD.

CARTESIAN COORDINATES (ANGSTROEM)
C 0.627 1.066 0.568
C 1.179 0.089 1.471
C 2.468 -0.235 0.990
H 0.697 -0.310 2.346
C 2.707 0.461 -0.220
C 1.589 1.314 -0.463
H 1.493 2.066 -1.254
H -0.326 1.575 0.712
H 3.181 -0.887 1.485
H 3.573 0.376 -0.856
Pd 1.047 -0.697 -0.420
Si -0.095 -5.327 0.183
C -0.153 -4.575 2.086
C -1.005 -5.294 2.978
H -1.581 -6.105 2.521
C -0.861 -5.254 4.393
H -1.460 -5.972 4.989
C 0.118 -4.396 4.975
H 0.175 -4.361 6.073
C 0.892 -3.555 4.136
H 1.650 -2.904 4.629
C 0.779 -3.656 2.701
H 1.658 -3.256 2.131
C 3.866 -3.360 0.366
C 4.809 -2.672 1.161
H 4.845 -2.875 2.240
C 5.668 -1.722 0.560
H 6.496 -1.267 1.152
C 5.647 -1.448 -0.816
H 6.500 -0.971 -1.315
C 4.609 -2.004 -1.561
H 4.546 -1.898 -2.677
C 3.690 -2.849 -0.947
H 2.921 -3.260 -1.576
H 1.419 -4.472 -0.178
Si 3.354 -5.109 0.187
C 4.914 -5.873 -0.691
C 5.925 -6.514 0.056
H 5.680 -7.020 1.003
C 7.206 -6.693 -0.494
H 7.942 -7.281 0.060
C 7.525 -6.298 -1.815
H 8.542 -6.442 -2.235
C 6.471 -5.772 -2.582
H 6.648 -5.589 -3.654
C 5.173 -5.631 -2.064
H 4.356 -5.471 -2.778
C 3.238 -6.025 1.791
C 3.786 -5.699 3.030
H 4.479 -4.835 3.187
C 3.497 -6.569 4.088
H 3.834 -6.312 5.096
C 2.765 -7.750 3.941
H 2.495 -8.392 4.802
C 2.318 -8.072 2.652
H 1.732 -8.961 2.455
C 2.573 -7.243 1.570
H 2.241 -7.582 0.579
H -1.387 -6.109 0.061
Cl -0.579 -4.005 -1.513
C -1.888 -1.502 2.810
C -2.449 -0.926 1.575
N -1.802 -0.835 0.452
C -2.571 -0.326 -0.576
C -3.875 -0.037 -0.202
S -4.170 -0.424 1.427
C -1.996 -0.097 -1.872
C -2.683 0.348 -2.986
S -1.667 0.470 -4.352
C -0.319 0.022 -3.355
N -0.643 -0.282 -2.121
C 1.053 -0.129 -3.891
H -1.722 -0.739 3.574
H -2.566 -2.250 3.223
H -0.943 -1.976 2.555
H -4.586 0.397 -0.883
H -3.740 0.564 -2.984
H 1.020 -0.799 -4.767
H 1.455 0.831 -4.251
H 1.749 -0.536 -3.136

Cartesian forces, eV/Å:
C -0.158 1.041 1.754
C -0.406 1.959 2.016
C 0.993 -0.798 1.394
H 0.102 0.174 0.228
C 1.706 2.516 -0.654
C 1.032 1.881 -0.237
H 0.047 -0.482 0.329
H 0.269 -0.242 -0.226
H -0.322 0.111 -0.215
H 0.132 0.220 0.272
Pd -3.373 -5.580 -4.702
Si -0.956 2.356 1.027
C 0.427 0.062 0.384
C 1.255 -0.324 0.125
H -0.313 0.436 0.349
C 0.604 0.381 -0.831
H 0.475 0.729 -0.269
C -1.265 0.079 -0.953
H 0.287 0.051 -0.608
C -0.399 -0.762 -0.506
H -0.606 -0.474 -0.739
C 0.804 -1.386 0.626
H -1.301 0.103 0.219
C 0.393 1.641 -1.155
C 0.107 0.082 -0.504
H 0.420 0.018 -0.558
C 0.653 -0.049 0.646
H -0.920 -0.369 -0.305
C -0.046 -0.924 0.060
H -0.571 0.164 0.381
C 0.046 0.135 -0.861
H 0.047 0.233 1.236
C 0.881 -0.009 0.262
H -0.337 -0.254 -0.234
H 1.815 -1.969 0.118
Si 0.342 0.618 1.189
C -0.574 -0.153 -1.003
C -0.015 -0.190 -0.371
H 0.215 0.752 -0.261
C 0.108 -0.392 -0.647
H -0.175 0.353 0.008
C -0.759 0.273 0.803
H -0.911 0.111 0.366
C 0.154 -0.556 -0.438
H -0.172 0.016 0.578
C 0.595 -0.319 0.265
H 0.306 0.551 0.495
C -0.016 -0.369 -1.438
C -0.101 -0.357 0.344
H -1.033 -0.749 -0.192
C 0.305 0.091 0.908
H 0.079 -0.055 -0.323
C -0.406 0.237 -0.616
H 0.358 0.544 -0.621
C -0.179 -0.415 0.202
H 0.097 -0.171 0.270
C -0.022 0.051 1.133
H 0.106 0.406 0.270
H 0.563 -0.204 0.252
Cl 0.024 -0.301 0.785
C -0.012 -0.052 0.368
C -0.864 0.206 -1.431
N -0.658 -0.054 0.412
C -1.212 -0.024 1.999
C 1.196 -0.152 -0.912
S 1.170 -0.129 0.055
C 0.431 0.594 -2.227
C -0.034 -0.490 1.090
S 0.272 0.173 0.614
C -0.413 -0.627 0.826
N -0.135 -0.057 -0.223
C 0.644 -0.029 -0.683
H 0.014 0.002 -0.026
H 0.074 -0.046 0.056
H -0.090 0.066 0.096
H -0.352 -0.006 0.265
H 0.085 0.013 -0.359
H 0.139 0.137 0.287
H -0.139 -0.234 0.180
H -0.528 0.188 -0.217

The expectation value of S² is 2.02. Its charge is 0. The gap between HOMO and LUMO (alpha / beta) is 4.725 / 4.303 eV. The multiplicity is 3. The calculation puts the strongest force on any atom at 8.04 eV/Å.

---

[2]
A molecular structure, C37H35ClN2S2Si2Ta, computed with ωB97M-V/def2-TZVPD.

CARTESIAN COORDINATES (ANGSTROEM)
C 0.265 1.326 -0.012
C 0.930 0.841 -1.164
C -0.057 0.522 -2.146
H 2.014 0.820 -1.331
C -1.357 0.785 -1.587
C -1.159 1.303 -0.268
H -1.939 1.691 0.370
H 0.730 1.764 0.874
H 0.131 0.303 -3.186
H -2.290 0.690 -2.119
Ta -0.365 -0.717 -0.361
Si -0.581 -3.687 -2.716
C 1.286 -3.434 -2.816
C 2.144 -4.472 -2.420
H 1.727 -5.311 -1.861
C 3.473 -4.483 -2.840
H 4.095 -5.345 -2.603
C 3.993 -3.398 -3.549
H 5.036 -3.411 -3.869
C 3.179 -2.297 -3.831
H 3.594 -1.417 -4.322
C 1.830 -2.322 -3.475
H 1.212 -1.468 -3.756
C -1.584 -2.275 -3.577
C -1.131 -1.752 -4.804
H -0.176 -2.077 -5.230
C -1.944 -0.912 -5.563
H -1.573 -0.544 -6.520
C -3.211 -0.557 -5.100
H -3.852 0.088 -5.704
C -3.649 -1.032 -3.860
H -4.636 -0.757 -3.488
C -2.847 -1.884 -3.100
H -3.247 -2.318 -2.177
H 0.021 -1.473 -1.847
Si -1.039 -5.233 -4.407
C -2.534 -4.994 -5.459
C -2.357 -5.140 -6.846
H -1.408 -5.521 -7.224
C -3.368 -4.730 -7.710
H -3.210 -4.807 -8.786
C -4.556 -4.193 -7.198
H -5.331 -3.836 -7.875
C -4.770 -4.125 -5.816
H -5.696 -3.707 -5.411
C -3.777 -4.563 -4.942
H -3.913 -4.520 -3.859
C 0.503 -5.598 -5.350
C 1.273 -4.718 -6.125
H 0.996 -3.670 -6.196
C 2.424 -5.196 -6.756
H 3.022 -4.524 -7.366
C 2.797 -6.532 -6.595
H 3.663 -6.920 -7.128
C 2.086 -7.381 -5.743
H 2.395 -8.417 -5.579
C 0.957 -6.909 -5.087
H 0.424 -7.517 -4.341
H -1.006 -4.835 -1.917
Cl -1.123 -3.123 -0.279
C 3.272 -1.301 -0.038
C 2.481 -1.129 1.209
N 1.150 -1.152 1.265
C 0.659 -1.075 2.591
C 1.668 -0.975 3.529
S 3.238 -0.975 2.789
C -0.772 -0.941 2.766
C -1.519 -0.707 3.896
S -3.193 -0.378 3.528
C -2.825 -0.569 1.826
N -1.550 -0.848 1.593
C -3.869 -0.440 0.772
H 3.494 -0.320 -0.485
H 4.225 -1.775 0.236
H 2.750 -1.942 -0.762
H 1.471 -0.858 4.586
H -1.089 -0.682 4.899
H -4.762 -0.986 1.108
H -4.134 0.624 0.644
H -3.547 -0.867 -0.191

Cartesian forces, eV/Å:
C -0.611 2.949 -0.066
C 0.429 1.880 -0.723
C 0.004 1.222 -1.183
H -0.642 -0.241 0.190
C 0.775 1.866 -0.133
C 0.781 2.063 -0.748
H 0.140 -0.198 0.198
H -0.183 -0.453 -0.188
H -0.059 -0.258 0.092
H -0.142 -0.308 0.048
Ta -0.056 -10.179 4.327
Si 0.026 -0.775 -0.987
C -0.432 0.087 0.286
C -0.181 -0.060 -0.461
H 0.221 0.067 -0.148
C -0.108 0.006 0.281
H -0.053 0.253 -0.056
C -0.035 0.063 0.025
H -0.311 0.032 0.076
C 0.093 -0.031 0.228
H -0.081 -0.270 0.004
C 0.372 0.057 -0.148
H 0.135 -0.338 0.040
C 0.155 -0.377 0.837
C -0.248 -0.355 -0.105
H -0.330 0.148 0.183
C 0.249 -0.024 0.110
H -0.197 -0.083 0.205
C -0.100 0.118 0.255
H 0.196 -0.231 0.229
C -0.056 0.110 -0.100
H 0.146 -0.064 -0.155
C 0.052 -0.069 -0.181
H 0.144 0.171 -0.252
H -0.189 0.318 -0.282
Si 0.264 1.865 -2.457
C -0.037 -0.977 0.443
C -0.168 0.225 -0.079
H -0.306 0.042 -0.054
C 0.042 0.152 -0.076
H -0.151 0.023 0.299
C 0.209 -0.181 0.056
H 0.205 -0.139 0.127
C 0.176 -0.005 0.402
H 0.278 -0.264 -0.246
C 0.196 0.313 -0.309
H -0.132 0.013 -0.321
C 0.019 -0.972 0.450
C 0.053 -0.482 0.087
H -0.022 -0.134 -0.276
C -0.297 0.024 0.297
H -0.083 -0.165 0.058
C -0.036 -0.187 0.055
H -0.151 0.120 0.139
C 0.127 -0.221 0.086
H 0.061 0.392 -0.145
C -0.016 0.560 -0.278
H 0.221 -0.098 -0.511
H -0.059 0.074 0.622
Cl 0.261 2.236 1.102
C 0.361 0.136 0.105
C -0.064 -0.129 1.260
N -0.050 0.659 0.042
C 1.867 0.293 0.188
C -0.966 -0.026 -1.143
S -1.668 -0.385 -1.008
C -1.842 0.678 0.165
C 0.492 -0.087 -0.499
S 1.550 -0.565 -1.002
C 0.568 -0.283 1.017
N -0.527 0.508 -0.030
C -0.226 0.120 0.100
H 0.114 -0.393 0.091
H -0.205 0.150 -0.345
H 0.094 0.130 0.118
H 0.439 -0.055 -0.003
H -0.544 -0.005 -0.224
H 0.133 0.248 -0.278
H -0.069 -0.405 -0.044
H -0.016 0.102 0.321

Its charge is +3. The gap between HOMO and LUMO (alpha / beta) is 4.061 / 4.062 eV. The calculation puts the strongest force on any atom at 11.06 eV/Å.

---

Energy, record by record: -95338.11450, -93390.18203 eV
Relative energy (zero: lowest compared OMol25 entry of this formula, charge and spin), record by record: 662.0, 166.8 kJ/mol